1.
One molecule with the formula C23H20N4S in a non-equilibrium geometry, computed with the ωB97M-V functional and the def2-TZVPD basis.

Geometry as XYZ:
```
48
Properties=species:S:1:pos:R:3:forces:R:3
N 0.424 5.435 1.982 1.15 0.43 0.92
C 0.758 4.200 2.688 -1.07 -0.10 -0.98
C 0.543 3.036 1.754 0.42 -0.67 -0.68
C 0.945 1.714 2.439 -0.12 -0.99 -1.43
C 0.908 0.612 1.375 0.75 -0.29 -0.67
N 2.000 0.364 0.666 -1.35 -0.68 -0.35
C 1.910 -0.588 -0.390 -1.55 -0.12 0.70
C 3.149 -0.857 -1.156 1.96 -0.05 0.15
C 4.388 -0.671 -0.565 -0.60 0.02 -0.81
S 5.770 -1.039 -1.611 -1.31 -0.06 0.70
C 4.685 -1.568 -2.870 0.29 0.25 -0.92
C 5.089 -2.029 -4.151 -0.71 -0.36 0.41
C 4.094 -2.369 -5.076 0.61 0.53 1.02
C 2.744 -2.120 -4.749 0.22 0.03 -0.29
C 2.351 -1.592 -3.514 0.21 -0.49 -1.19
C 3.330 -1.354 -2.544 -0.47 0.17 0.97
C 0.719 -1.275 -0.638 2.80 0.45 -0.90
N -0.404 -0.941 0.036 0.13 -0.38 -0.05
C -1.700 -1.347 -0.068 -0.42 -2.15 -2.13
C -2.416 -0.691 0.859 1.11 1.15 1.38
C -3.832 -0.924 1.134 -0.77 0.76 0.51
C -4.663 -1.547 0.173 -0.74 -0.04 0.99
C -6.016 -1.801 0.510 0.32 0.61 0.26
C -6.546 -1.333 1.744 -0.08 -0.55 -0.92
C -5.720 -0.684 2.648 0.21 0.50 0.25
C -4.373 -0.460 2.359 -0.47 -0.73 -1.03
N -1.543 0.151 1.586 -1.26 -0.59 -0.19
C -0.351 -0.049 1.060 -0.05 1.21 0.77
H -0.554 5.511 1.795 -0.41 -0.04 -0.33
H 0.983 5.498 1.135 -0.45 0.08 0.12
H 0.125 4.040 3.565 0.06 0.41 0.05
H 1.787 4.179 3.002 0.48 0.36 0.25
H 1.150 3.193 0.828 -0.17 -0.19 0.69
H -0.505 3.003 1.377 0.50 -0.14 0.52
H 1.949 1.706 2.885 -0.21 0.34 -0.26
H 0.222 1.484 3.203 -0.30 -0.13 0.39
H 4.527 -0.279 0.442 0.09 -0.19 -0.38
H 6.145 -2.195 -4.390 -0.41 0.18 0.17
H 4.420 -2.783 -6.033 -0.43 0.17 0.24
H 2.029 -2.325 -5.546 -0.15 0.11 0.41
H 1.296 -1.353 -3.375 0.36 -0.09 0.19
H 0.710 -2.072 -1.379 -0.36 0.26 0.24
H -2.071 -2.138 -0.780 0.91 1.11 0.87
H -4.266 -1.808 -0.818 -0.27 0.03 0.57
H -6.678 -2.303 -0.212 0.38 0.30 0.38
H -7.621 -1.447 1.974 0.76 -0.08 -0.21
H -6.123 -0.278 3.586 0.11 -0.30 -0.46
H -3.769 0.093 3.057 0.33 -0.03 0.04
```
Forces are in eV/Å.

Its highest occupied orbital energy is -7.9 eV. The energy above the lowest of the compared OMol25 structures with the same formula, charge and spin is 0.00 kcal per mole. Its HOMO-LUMO gap is 8.1 eV. The LUMO energy is 0.22 eV. As for the structure (SMILES): NCCCc1nc(-c2csc3ccccc23)cn2cc(-c3ccccc3)nc12.

---

2.
One molecule with the formula C23H20N6O3 in a non-equilibrium geometry, computed with the ωB97M-V functional and the def2-TZVPD basis.

Geometry as XYZ:
```
52
Properties=species:S:1:pos:R:3:forces:R:3
C 2.486 -2.681 0.520 0.10 -0.10 -0.07
O 1.758 -1.593 1.029 -0.22 0.19 0.16
C 2.536 -0.410 1.122 0.24 0.19 0.11
C 1.619 0.760 1.468 0.08 -0.39 -0.32
C 0.717 1.165 0.297 0.42 0.55 0.34
N -0.060 0.032 -0.174 -0.22 -0.11 -0.21
C 0.309 -0.645 -1.325 0.01 0.37 -0.34
N 1.101 -0.189 -2.212 -0.40 -0.55 0.11
C 2.175 0.566 -2.457 0.26 -0.09 0.00
O 3.229 0.497 -1.843 0.11 0.28 -0.06
C 2.016 1.431 -3.667 0.14 0.37 -0.28
C 0.994 1.240 -4.591 0.18 0.07 0.15
C 0.931 2.096 -5.679 -0.20 -0.20 0.04
N 1.784 3.086 -5.881 -0.05 0.28 -0.43
C 2.758 3.260 -5.004 0.21 0.03 0.23
C 2.923 2.464 -3.883 -0.14 -0.19 0.02
C -0.372 -1.897 -1.598 -0.61 -0.12 0.90
C 0.036 -2.618 -2.741 0.09 -0.17 -0.31
N 0.348 -3.215 -3.668 0.11 -0.22 -0.32
C -1.358 -2.364 -0.783 0.33 0.23 -0.20
C -1.740 -1.607 0.343 0.14 0.26 0.19
C -2.783 -2.068 1.210 0.14 -0.15 -0.36
O -3.441 -3.078 1.085 0.02 0.01 0.01
N -3.037 -1.199 2.328 0.25 0.38 0.05
C -4.010 -1.572 3.205 -0.60 -0.18 0.57
C -4.318 -0.807 4.280 0.04 -0.27 -0.29
C -3.617 0.398 4.491 0.32 0.06 -0.36
C -2.635 0.790 3.627 -0.33 -0.04 0.36
C -1.855 2.050 3.797 0.02 -0.03 -0.04
C -2.324 -0.035 2.502 -0.05 -0.13 -0.04
N -1.372 0.349 1.685 0.31 0.26 -0.17
C -1.061 -0.411 0.630 -0.79 -0.59 0.27
H 1.798 -3.524 0.472 0.07 -0.05 -0.02
H 3.329 -2.934 1.174 -0.01 -0.03 -0.02
H 2.871 -2.465 -0.483 0.00 -0.02 0.01
H 3.052 -0.221 0.172 -0.05 -0.06 0.17
H 3.295 -0.533 1.909 -0.06 0.00 -0.05
H 0.994 0.478 2.316 0.08 0.11 0.07
H 2.229 1.619 1.746 0.00 0.04 0.04
H 0.021 1.942 0.623 0.12 -0.06 -0.15
H 1.320 1.543 -0.526 -0.17 -0.05 0.11
H 0.287 0.435 -4.466 -0.05 -0.05 -0.02
H 0.158 1.987 -6.429 -0.09 -0.09 0.00
H 3.435 4.078 -5.215 0.10 0.04 0.07
H 3.731 2.622 -3.185 0.07 0.01 0.03
H -1.859 -3.301 -0.975 -0.02 -0.05 -0.07
H -4.494 -2.507 2.962 0.05 0.05 -0.02
H -5.091 -1.118 4.962 -0.08 -0.10 0.01
H -3.861 1.011 5.346 0.02 0.11 0.07
H -0.796 1.820 3.893 0.10 0.06 0.01
H -1.967 2.676 2.914 0.04 0.11 -0.04
H -2.189 2.596 4.674 -0.02 0.03 0.06
```
Forces are in eV/Å.

Its highest occupied orbital energy is -8.5 eV. Its HOMO-LUMO gap is 7.5 eV. The LUMO energy is -1.00 eV. As for the structure (SMILES): COCCCn1/c(=N\C(=O)c2ccncc2)c(C#N)cc2c(=O)n3cccc(C)c3nc21.

---

3.
C23H21BCoN6 as an isolated structure in a non-equilibrium geometry, computed with the ωB97M-V functional and the def2-TZVPD basis.

Geometry as XYZ:
```
52
Properties=species:S:1:pos:R:3:forces:R:3
Co -0.084 0.284 -0.845 -1.26 -0.22 0.26
C 1.229 -1.157 -4.480 0.58 1.08 -0.73
C 0.367 -1.239 -3.400 0.23 1.11 0.36
N 0.354 -0.078 -2.728 0.90 -0.25 -1.66
N 1.214 0.812 -3.386 -0.53 -2.21 -0.08
C 1.741 0.156 -4.439 -0.12 -0.78 -0.24
B 1.632 2.101 -2.660 -0.20 0.57 0.25
N 0.307 2.793 -2.251 -0.57 -1.17 1.13
C -0.330 3.806 -2.805 -1.84 1.01 -0.01
C -1.645 3.855 -2.299 0.09 -0.48 -0.16
C -1.734 2.746 -1.438 1.41 0.43 -0.08
N -0.553 2.122 -1.371 -0.49 1.96 -1.52
N 2.332 1.716 -1.343 -0.69 -0.82 0.68
C 3.552 1.950 -0.882 0.39 -0.50 1.99
C 3.676 1.353 0.397 0.10 0.28 -0.61
C 2.422 0.754 0.618 0.67 0.43 0.21
N 1.628 0.970 -0.419 2.36 0.53 0.00
H 1.434 -1.876 -5.264 -0.07 0.05 0.30
H -0.228 -2.054 -3.034 -0.14 -0.16 -0.02
H 2.455 0.591 -5.151 -0.46 0.05 0.65
H 2.324 2.838 -3.326 -0.17 -0.32 0.06
H 0.092 4.490 -3.539 0.20 -0.45 0.31
H -2.460 4.523 -2.558 0.43 -0.03 0.04
H -2.502 2.370 -0.785 -0.35 0.15 -0.15
H 4.245 2.591 -1.383 0.19 0.05 -0.40
H 4.548 1.351 1.064 -0.62 0.09 -0.51
H 2.045 0.247 1.510 0.15 0.06 -0.52
C -0.558 0.016 5.766 0.26 1.01 0.63
C -0.977 1.238 5.189 0.27 -1.49 -0.23
C -1.274 1.251 3.834 0.00 0.02 0.01
C -1.135 0.080 3.077 -0.54 -0.20 0.07
C -0.815 -1.153 3.674 0.29 0.39 -0.08
C -0.453 -1.145 5.002 -0.04 -0.65 1.18
C -1.182 0.239 1.635 -0.13 0.23 -0.30
C -0.896 -0.638 0.673 -0.59 1.47 -1.09
C -1.119 -2.016 0.509 0.81 -2.21 -0.77
C -2.322 -2.621 0.909 0.64 0.16 -0.01
C -2.583 -3.955 0.625 -0.12 0.50 -0.09
C -1.663 -4.705 -0.089 0.67 -0.13 0.20
C -0.450 -4.131 -0.508 -0.02 0.08 -0.03
C -0.195 -2.783 -0.287 -0.59 0.15 0.55
H -0.265 0.010 6.840 -0.25 -0.08 -0.94
H -1.003 2.137 5.763 -0.15 0.37 0.38
H -1.604 2.168 3.307 0.41 -0.57 0.47
H -0.776 -2.086 3.104 0.08 0.52 0.06
H -0.092 -2.070 5.508 -0.41 0.72 -0.52
H -1.324 1.272 1.294 0.40 0.01 0.35
H -3.016 -1.970 1.426 -0.18 -0.27 0.11
H -3.528 -4.359 0.964 0.05 -0.25 -0.11
H -1.830 -5.758 -0.270 -0.10 -0.02 -0.05
H 0.314 -4.745 -0.998 -0.44 0.20 -0.01
H 0.686 -2.289 -0.750 -0.51 -0.43 0.65
```
Forces are in eV/Å.

Its highest occupied orbital energy (alpha / beta) is -6.8 / -7.0 eV. Its expectation value of S² is 3.7633. The energy above the lowest of the compared OMol25 structures with the same formula, charge and spin is 0.00 kcal per mole. Its HOMO-LUMO gap (alpha / beta) is 7.4 / 7.4 eV. The LUMO energy (alpha / beta) is 0.62 / 0.39 eV. The spin multiplicity is 4.

---

4.
C23H21BF2NO5 as an isolated structure in a non-equilibrium geometry, computed with the ωB97M-V functional and the def2-TZVPD basis.

Geometry as XYZ:
```
53
Properties=species:S:1:pos:R:3:forces:R:3
C 3.854 3.202 0.683 -0.08 -0.04 0.44
C 2.502 3.707 0.352 -2.08 0.34 0.02
C 1.938 4.569 -0.555 -0.74 0.52 -0.87
C 0.506 4.516 -0.443 0.61 0.51 -0.37
C 0.258 3.630 0.578 4.60 -1.30 -3.47
B -0.412 1.254 0.005 5.02 2.29 -0.65
N 0.334 0.204 -0.981 -0.02 -2.30 -1.00
C 1.351 0.681 -2.100 -0.21 0.22 -0.53
C 0.955 -0.905 -0.226 0.58 0.04 -0.24
C 1.602 -0.169 0.895 -1.32 0.73 1.51
O 2.609 -0.481 1.488 -1.79 1.25 -0.78
O 0.694 0.895 1.138 1.01 -0.35 -0.50
C -0.969 -0.260 -1.508 -1.17 -2.14 -0.05
C -1.283 0.976 -2.326 -0.93 0.11 -1.07
O -1.721 0.840 -3.463 0.93 1.73 2.47
O -0.829 2.058 -1.557 -1.96 -2.70 -0.90
O 1.465 3.261 1.135 0.21 -1.07 0.08
H 4.627 3.376 -0.069 -0.41 0.39 -0.03
H 4.122 3.711 1.614 0.38 -0.27 0.01
H 3.836 2.116 0.857 -0.20 0.32 0.18
H 2.439 5.221 -1.258 0.13 -0.29 0.05
H -0.253 5.108 -0.978 0.78 -0.61 0.12
H 1.469 -0.077 -2.910 -0.29 0.04 1.06
H 1.030 1.595 -2.636 -0.12 -0.59 0.81
H 2.344 0.910 -1.672 -0.66 -0.41 0.31
H 0.165 -1.634 0.059 0.91 0.39 0.16
H 1.786 -1.335 -0.768 -0.31 -0.64 -0.54
H -0.977 -1.313 -1.872 0.79 1.08 -1.48
H -1.739 -0.634 -0.716 1.23 1.94 -0.60
F -6.491 4.545 0.167 1.63 -0.66 0.11
C -5.197 4.076 0.122 0.59 1.13 -0.98
C -4.124 4.984 0.025 0.20 -0.95 0.72
C -2.789 4.496 0.040 -0.54 0.50 0.29
C -2.433 3.143 0.218 -2.32 2.20 0.35
C -1.127 2.832 0.918 -1.29 -7.38 -4.62
C -1.400 1.739 1.925 -0.09 -0.15 2.30
C -1.275 2.201 3.203 -0.07 -0.46 0.67
C -1.651 1.453 4.305 -0.96 -0.18 0.49
C -2.140 0.163 4.120 0.70 -0.32 0.83
F -2.669 -0.524 5.168 0.50 0.61 -0.76
C -2.020 -0.489 2.890 -1.25 0.46 0.32
C -1.754 0.341 1.806 -0.28 0.10 -0.44
C -3.573 2.278 0.169 -0.01 -0.32 0.37
C -4.930 2.725 0.067 0.26 -0.51 1.02
H -4.333 6.030 0.206 0.16 0.10 -0.56
H -1.979 5.227 0.041 -0.48 0.09 0.17
H -0.488 3.853 1.217 -3.64 3.67 5.38
H -0.885 3.199 3.280 -0.15 0.33 0.66
H -1.762 1.968 5.254 0.23 -0.41 0.10
H -2.402 -1.540 2.770 0.63 1.28 0.09
H -1.943 -0.254 0.897 0.35 1.06 0.11
H -3.413 1.205 0.348 -0.35 0.60 -0.25
H -5.838 2.090 0.222 1.27 0.04 -0.50
```
Forces are in eV/Å.

Its highest occupied orbital energy is -11.3 eV. The energy above the lowest of the compared OMol25 structures with the same formula, charge and spin is 256.58 kcal per mole. Its HOMO-LUMO gap is 6.8 eV. The LUMO energy is -4.53 eV. Its net charge is +1.

---

| no. | energy (hartree) |
| --- | --- |
| 1 | -1505.66724 |
| 2 | -1442.74201 |
| 3 | -2625.21883 |
| 4 | -1543.97532 |